[1]
A structure of composition C28H25BrNO5SSbSc at a distorted geometry. Source: OMol25; level of theory: ωB97M-V/def2-TZVPD.

Values from the calculation:
molecular weight: 734.2 g mol⁻¹
lowest unoccupied orbital energy: -2.91 eV
charge: +1
HOMO energy: -11.916 eV
gap between HOMO and LUMO: 9.01 eV

Last column: Löwdin charge in e.
Element x y z (Å)
Sc  1.560  -1.196  -1.512  1.01
Br  -4.910  -0.686  -1.284  0.84
C  -3.673  -0.372  -2.675  -0.71
C  -4.123  -0.290  -3.988  -0.07
C  -3.209  -0.107  -5.014  -0.01
C  -1.876  -0.154  -4.679  0.02
C  -1.530  -0.280  -3.360  -0.19
N  -2.402  -0.282  -2.333  0.10
C  -0.115  -0.387  -2.962  -0.53
O  0.558  -1.435  -3.268  -0.02
O  0.482  0.454  -2.207  -0.08
H  -5.144  -0.369  -4.199  0.09
H  -3.551  0.076  -6.002  0.12
H  -1.104  -0.081  -5.429  0.14
C  4.324  -2.610  1.323  0.01
C  3.873  -2.646  -0.133  -0.45
C  4.274  -3.905  -0.875  0.01
O  2.408  -2.579  -0.159  -0.16
C  4.398  -1.394  -0.964  -0.51
O  5.492  -0.924  -0.774  0.13
O  3.490  -0.982  -1.872  -0.12
H  3.965  -3.502  1.842  0.10
H  3.967  -1.723  1.843  0.06
H  5.426  -2.627  1.344  0.11
H  3.744  -4.777  -0.541  0.09
H  5.331  -4.056  -0.740  0.10
H  4.022  -3.787  -1.933  0.10
H  1.949  -2.700  0.701  0.10
S  -0.542  -1.787  0.055  0.22
Sb  -0.930  0.319  0.824  1.37
C  1.077  0.785  1.296  -0.33
C  1.943  1.173  0.261  -0.18
C  3.317  1.171  0.425  -0.06
C  3.828  0.844  1.669  -0.07
C  3.002  0.452  2.716  -0.07
C  1.636  0.383  2.516  -0.10
C  -1.637  2.007  -0.203  -0.35
C  -0.772  3.050  -0.513  -0.09
C  -1.293  4.144  -1.211  -0.06
C  -2.640  4.220  -1.494  -0.06
C  -3.513  3.160  -1.160  -0.05
C  -2.992  2.065  -0.504  -0.17
C  -2.105  0.089  2.496  -0.38
C  -2.566  1.249  3.110  -0.12
C  -3.213  1.126  4.313  -0.07
C  -3.401  -0.131  4.899  -0.06
C  -2.962  -1.277  4.270  -0.06
C  -2.266  -1.172  3.058  -0.12
H  1.587  1.482  -0.697  0.07
H  3.999  1.459  -0.363  0.13
H  4.917  0.908  1.827  0.14
H  3.441  0.216  3.678  0.12
H  0.998  0.100  3.328  0.10
H  0.277  3.044  -0.218  0.09
H  -0.668  4.978  -1.483  0.11
H  -3.010  5.067  -2.044  0.11
H  -4.568  3.272  -1.389  0.11
H  -3.635  1.205  -0.290  0.01
H  -2.389  2.231  2.681  0.11
H  -3.586  1.985  4.862  0.12
H  -3.830  -0.174  5.886  0.11
H  -3.177  -2.235  4.734  0.11
H  -1.955  -2.086  2.514  0.08


[2]
A structure of composition C28H25BrOTi. Source: OMol25; level of theory: ωB97M-V/def2-TZVPD.

Values from the calculation:
energy relative to the best compared isomer or geometry (same formula, charge and spin): 7.9 kcal per mole
multiplicity: 2
molecular weight: 505.3 g mol⁻¹
lowest unoccupied orbital energy (spin up / spin down): 2.82 / 2.81 eV
charge: -1
HOMO energy (spin up / spin down): -2.596 / -4.836 eV
gap between HOMO and LUMO (spin up / spin down): 5.41 / 7.65 eV

Last column: Löwdin charge in e.
Element x y z (Å)
Ti  -0.344  0.825  -0.059  0.44
C  -1.206  -0.507  3.392  -0.07
C  -0.953  -1.867  2.743  -0.38
C  -1.863  -2.939  3.347  -0.07
C  -1.109  -1.834  1.237  -0.24
C  -0.106  -2.338  0.412  -0.07
C  -0.216  -2.287  -0.970  -0.05
C  -1.358  -1.776  -1.582  -0.30
C  -1.454  -1.634  -3.074  -0.04
C  -2.382  -1.317  -0.758  -0.08
C  -2.254  -1.325  0.627  -0.04
H  -1.035  -0.574  4.470  0.08
H  -2.238  -0.181  3.240  0.08
H  -0.558  0.261  2.970  0.05
H  0.088  -2.142  2.937  0.12
H  -2.914  -2.685  3.183  0.08
H  -1.701  -3.016  4.425  0.07
H  -1.681  -3.918  2.899  0.08
H  0.813  -2.694  0.860  0.11
H  0.612  -2.627  -1.582  0.12
H  -1.127  -0.634  -3.372  0.07
H  -2.482  -1.751  -3.417  0.08
H  -0.829  -2.369  -3.584  0.07
H  -3.277  -0.911  -1.211  0.11
H  -3.059  -0.927  1.233  0.12
Br  1.462  1.698  -1.868  0.89
C  0.323  2.492  -3.174  -0.56
C  0.885  3.124  -4.239  -0.15
C  0.033  3.744  -5.184  -0.10
C  -1.318  3.717  -5.002  -0.06
C  -1.901  3.064  -3.883  -0.18
C  -3.299  3.069  -3.680  -0.07
C  -3.813  2.449  -2.574  -0.10
C  -2.969  1.775  -1.668  -0.15
C  -1.593  1.693  -1.795  -0.16
C  -1.080  2.399  -2.933  -0.24
H  1.960  3.162  -4.358  0.09
H  0.464  4.249  -6.039  0.09
H  -1.973  4.208  -5.715  0.10
H  -3.940  3.575  -4.394  0.10
H  -4.884  2.472  -2.401  0.09
H  -3.448  1.313  -0.807  0.08
C  1.492  0.116  1.062  -0.10
C  2.498  -0.150  1.706  -0.16
C  3.646  -0.457  2.500  -0.27
C  4.941  -0.150  2.057  -0.05
C  6.051  -0.453  2.828  -0.11
C  5.906  -1.069  4.065  -0.12
C  4.630  -1.377  4.519  -0.11
C  3.517  -1.077  3.750  -0.05
H  5.054  0.333  1.095  0.11
H  7.040  -0.203  2.461  0.09
H  6.775  -1.303  4.668  0.09
H  4.499  -1.854  5.484  0.09
H  2.522  -1.311  4.108  0.10
O  -0.845  1.917  1.044  -0.49


[3]
A structure of composition C28H25ClNdOSi at a distorted geometry. Source: OMol25; level of theory: ωB97M-V/def2-TZVPD.

Values from the calculation:
energy relative to the best compared isomer or geometry (same formula, charge and spin): 0.0 kcal per mole
multiplicity: 4
molecular weight: 585.3 g mol⁻¹
lowest unoccupied orbital energy (spin up / spin down): 2.14 / 2.16 eV
charge: -1
HOMO energy (spin up / spin down): -2.874 / -2.874 eV
gap between HOMO and LUMO (spin up / spin down): 5.01 / 5.03 eV

Last column: Löwdin charge in e.
Element x y z (Å)
C  2.076  -2.029  -1.422  -0.22
C  2.196  -1.862  -2.831  -0.28
C  0.944  -2.200  -3.429  -0.23
H  3.110  -1.559  -3.348  0.09
C  0.042  -2.533  -2.368  -0.25
C  0.737  -2.427  -1.131  -0.24
H  0.334  -2.669  -0.153  0.09
H  2.895  -1.894  -0.710  0.11
H  0.747  -2.221  -4.503  0.11
H  -0.971  -2.913  -2.470  0.09
Nd  0.525  0.048  -2.097  1.49
Cl  2.631  1.287  -2.764  -0.14
C  1.267  2.456  -5.762  -0.26
C  0.042  1.823  -6.109  -0.24
C  0.351  0.606  -6.781  -0.24
H  -0.952  2.206  -5.910  0.04
C  1.769  0.489  -6.851  -0.22
C  2.334  1.634  -6.220  -0.24
H  3.390  1.842  -6.107  0.05
H  1.375  3.399  -5.242  0.05
H  -0.364  -0.102  -7.183  0.04
H  2.321  -0.322  -7.309  0.05
O  -0.427  0.445  -0.179  -0.55
Si  -0.594  0.298  1.454  0.49
C  -2.159  -0.603  1.999  -0.25
C  -2.943  -1.230  1.023  -0.09
C  -4.039  -2.005  1.420  -0.09
C  -4.379  -2.114  2.769  -0.10
C  -3.657  -1.406  3.733  -0.09
C  -2.565  -0.614  3.342  -0.09
C  0.832  -0.749  2.166  -0.23
C  0.609  -2.011  2.753  -0.09
C  1.670  -2.706  3.374  -0.09
C  2.930  -2.097  3.500  -0.10
C  3.162  -0.849  2.903  -0.09
C  2.125  -0.214  2.202  -0.11
C  -0.763  1.994  2.254  -0.23
C  -1.651  2.876  1.616  -0.09
C  -1.824  4.192  2.068  -0.09
C  -1.073  4.657  3.154  -0.10
C  -0.184  3.788  3.806  -0.09
C  -0.029  2.467  3.347  -0.09
H  -2.698  -1.115  -0.038  0.10
H  -4.628  -2.531  0.669  0.10
H  -5.206  -2.746  3.084  0.09
H  -3.918  -1.460  4.787  0.10
H  -2.023  -0.009  4.078  0.11
H  -0.406  -2.430  2.748  0.10
H  1.492  -3.712  3.780  0.10
H  3.721  -2.591  4.072  0.10
H  4.155  -0.404  2.971  0.10
H  2.315  0.731  1.696  0.11
H  -2.184  2.557  0.719  0.10
H  -2.492  4.869  1.526  0.10
H  -1.141  5.701  3.474  0.10
H  0.454  4.146  4.620  0.10
H  0.720  1.820  3.807  0.10


[4]
A structure of composition C28H25F5NO2Ti at a distorted geometry. Source: OMol25; level of theory: ωB97M-V/def2-TZVPD.

Values from the calculation:
molecular weight: 550.4 g mol⁻¹
lowest unoccupied orbital energy: -3.80 eV
charge: +1
HOMO energy: -11.146 eV
gap between HOMO and LUMO: 7.35 eV

Last column: Löwdin charge in e.
Element x y z (Å)
C  -2.815  -1.351  -1.092  -0.11
C  -2.996  0.022  -0.801  -0.12
C  -2.012  0.746  -1.488  -0.12
H  -3.742  0.439  -0.145  0.13
C  -1.207  -0.177  -2.192  -0.12
C  -1.717  -1.473  -1.954  -0.10
H  -0.323  0.051  -2.760  0.13
C  -1.338  -2.180  1.783  -0.09
C  -2.261  -1.117  1.887  -0.12
C  -1.554  0.050  2.240  -0.07
H  -3.322  -1.182  1.722  0.13
C  -0.188  -0.295  2.392  -0.24
C  -0.070  -1.668  2.111  -0.06
H  -1.857  1.810  -1.434  0.12
H  -1.289  -2.391  -2.315  0.12
H  -3.396  -2.165  -0.692  0.12
H  0.847  -2.227  2.068  0.14
H  -1.984  1.027  2.377  0.13
H  -1.554  -3.196  1.500  0.12
Ti  -0.854  -0.611  0.087  1.10
C  0.947  0.607  2.800  -0.49
C  1.588  0.041  4.072  -0.01
C  0.466  2.028  3.079  -0.02
H  0.821  -0.205  4.804  0.10
H  2.267  0.767  4.521  0.10
H  2.152  -0.865  3.863  0.09
H  -0.111  2.068  4.001  0.10
H  -0.159  2.410  2.275  0.08
H  1.318  2.699  3.193  0.10
C  2.032  0.633  1.704  -0.03
C  1.569  1.291  0.449  -0.37
H  2.303  -0.386  1.428  0.15
H  2.930  1.107  2.091  0.14
O  0.451  1.049  -0.052  -0.02
N  2.349  2.196  -0.172  0.11
C  2.249  2.648  -1.544  -0.10
H  2.871  2.773  0.468  0.16
C  1.057  3.521  -1.862  -0.22
C  0.337  3.405  -3.043  -0.05
H  0.611  2.681  -3.798  0.11
C  -0.744  4.242  -3.289  -0.08
H  -1.282  4.144  -4.222  0.11
C  -1.121  5.194  -2.357  -0.08
H  -1.963  5.845  -2.551  0.11
C  -0.407  5.312  -1.170  -0.07
H  -0.692  6.053  -0.435  0.11
C  0.674  4.482  -0.927  -0.05
H  1.229  4.584  -0.001  0.11
H  2.263  1.784  -2.208  0.13
H  3.169  3.191  -1.757  0.14
F  0.503  -7.634  -1.651  0.12
C  0.438  -6.314  -1.347  -0.12
C  1.589  -5.530  -1.358  -0.11
F  2.780  -6.093  -1.674  0.12
C  1.521  -4.161  -1.049  -0.12
F  2.655  -3.421  -1.081  0.10
C  0.297  -3.544  -0.730  -0.19
O  0.337  -2.182  -0.480  -0.21
C  -0.866  -4.373  -0.730  -0.15
F  -2.104  -3.925  -0.482  0.07
C  -0.784  -5.735  -1.034  -0.11
F  -1.909  -6.497  -1.036  0.12